[1]
A single C17H16ClF4N5O molecule at a distorted geometry, computed with wB97M-V/def2-TZVPD.

```
! RIJCOSX wB97M-V def2-TZVPD def2/J DEFGRID3
* xyz 0 1
F -3.7708 -1.1293 -1.4868
F 3.4709 6.4981 -0.4355
F 3.0872 4.7869 -1.7186
F -0.1237 -2.6503 -3.0923
Cl -2.1856 6.1735 -0.7335
N 0.6528 -1.5871 -0.7944
N 0.9626 4.3987 0.9512
O 0.6604 -3.0484 1.0693
C 1.2061 -2.2038 0.1824
C -0.3515 4.6338 0.8636
C -0.6424 5.6260 -0.1421
C 0.5399 5.9598 -0.6970
C -3.7021 0.6610 -0.0213
C -3.0794 1.5450 0.8492
C -0.9858 0.4371 0.3635
C -3.0346 -0.3830 -0.6357
C -1.6864 1.4968 0.9396
C -1.6259 -0.5214 -0.4570
N 2.5115 -1.9181 0.1993
N 1.5245 5.2144 -0.0123
N -0.9951 2.4856 1.6875
C 2.9399 5.2338 -0.4598
C -1.4582 3.8901 1.6060
C -0.9762 -1.7166 -2.5513
C -0.6695 -4.3086 -0.5811
C -0.8242 -1.6859 -1.0179
C -0.5880 -3.5922 0.7527
C -1.3957 -2.9790 -0.3938
H 0.7013 6.6183 -1.5245
H -4.7617 0.7888 -0.1914
H -3.6429 2.3184 1.3667
H 0.0688 0.4776 0.5727
H 2.6747 -1.0662 -0.3443
H 2.8690 -2.0379 1.1348
H 0.0114 2.4096 1.7734
H 3.5189 4.5824 0.1829
H -2.3722 4.0367 1.0858
H -1.5229 4.3144 2.5919
H -0.7260 -0.7571 -3.0418
H -1.9845 -1.9862 -2.8547
H -1.2961 -5.2034 -0.6219
H 0.2464 -4.3638 -1.1773
H -1.1692 -4.0460 1.5895
H -2.4741 -3.0511 -0.2784
*
```

As for the total energy: -1866.00975 Ha. As for the energy above the lowest of the compared OMol25 structures with the same formula, charge and spin: 0.0 kcal per mole. As for the HOMO energy: -0.2918 Eh.

natural (NBO) atomic charge list, values in e, 5 entries:
1 F -0.332
2 F -0.328
3 F -0.319
4 F -0.366
5 Cl 0.025



[2]
A single C17H16ClFN4O3 molecule at a distorted geometry, computed with wB97M-V/def2-TZVPD.

```
! RIJCOSX wB97M-V def2-TZVPD def2/J DEFGRID3
* xyz 0 1
O -3.4131 -1.7715 1.3476
C -3.0771 -1.3271 0.2714
N -3.8231 -0.4853 -0.4756
H -3.4457 -0.1809 -1.3604
C -5.0353 0.1146 0.0183
H -5.2297 -0.3463 0.9901
C -4.9071 1.6330 0.1650
H -5.8523 2.0230 0.5442
H -4.7283 2.0795 -0.8154
C -3.7902 2.0461 1.1287
N -2.4713 1.8293 0.5956
C -1.9390 2.3309 -0.5374
C -0.6434 1.8744 -0.6086
C -0.4845 1.0994 0.5469
N -1.5955 1.0834 1.2576
H 0.3853 0.5705 0.8833
H 0.0818 2.0699 -1.3704
H -2.4929 2.9718 -1.1936
H -3.8450 1.4589 2.0479
H -3.9037 3.1075 1.3790
H -5.8657 -0.1175 -0.6577
C -1.7830 -1.6656 -0.3745
N -1.5161 -1.3663 -1.6236
O -0.2578 -1.7746 -1.8763
C 0.2609 -2.3351 -0.7674
C -0.6695 -2.2991 0.2308
H -0.5954 -2.6437 1.2389
C 1.6785 -2.8112 -0.7900
O 2.5039 -2.0243 0.0434
C 2.7277 -0.7202 -0.2815
C 2.4161 -0.1243 -1.4976
C 2.7115 1.2095 -1.7279
C 3.3136 1.9496 -0.7309
C 3.6385 1.3909 0.4932
C 3.3453 0.0585 0.7088
Cl 3.7333 -0.6756 2.2153
H 4.1064 1.9853 1.2603
F 3.5949 3.2491 -0.9492
H 2.4765 1.6685 -2.6748
H 1.9340 -0.6861 -2.2803
H 1.7397 -3.8147 -0.3601
H 2.0493 -2.8352 -1.8216
*
```

As for the total energy: -1662.17269 Ha. As for the HOMO energy: -0.3250 Eh.

natural (NBO) atomic charge list, values in e, 5 entries:
1 O -0.602
2 C 0.660
3 N -0.609
4 H 0.414
5 C -0.227



[3]
An isolated ion of composition C17H16F and charge +1 at a distorted geometry, computed with wB97M-V/def2-TZVPD.

```
! RIJCOSX wB97M-V def2-TZVPD def2/J DEFGRID3
* xyz 1 1
C -3.7018 -0.2983 2.0180
C -2.4206 0.1854 1.8802
C -1.3715 -0.7001 1.8012
C 0.0141 -0.2724 1.4684
H -4.5591 0.3648 2.0794
H -3.8382 -1.3773 2.0678
H -2.2177 1.2662 1.8024
H -1.5484 -1.7685 1.9524
H 0.6740 -0.7047 2.2418
H 0.0475 0.8250 1.5655
F -2.3329 2.3938 -2.3970
C -1.9893 1.0986 -2.0894
C -2.9313 0.0993 -2.2887
C -2.5591 -1.2098 -1.9702
C -1.3290 -1.4623 -1.3675
C -0.4733 -0.4041 -1.0143
C 0.5581 -0.6706 0.0976
C 1.9740 -0.0676 -0.0631
C 3.0782 -0.9142 0.1235
C 4.3526 -0.3833 0.3376
C 4.5514 1.0024 0.2754
C 3.4768 1.8356 -0.0497
C 2.1855 1.3040 -0.1944
C -0.7191 0.8586 -1.5536
H -3.9101 0.3354 -2.7052
H -3.2451 -2.0336 -2.1596
H -1.0541 -2.4843 -1.0914
H 0.6971 -1.7610 0.1018
H 2.9065 -1.9948 0.1491
H 5.1838 -1.0530 0.5602
H 5.5380 1.4282 0.4732
H 3.6185 2.9118 -0.1655
H 1.3436 1.9798 -0.3498
H 0.0008 1.6712 -1.5359
*
```

As for the total energy: -756.92356 Ha. As for the HOMO energy: -0.4440 Eh.

natural (NBO) atomic charge list, values in e, 5 entries:
1 C 0.016
2 C -0.368
3 C 0.281
4 C -0.506
5 H 0.238



[4]
C17H16N5NaS2 as an isolated structure at a distorted geometry, computed with wB97M-V/def2-TZVPD.

```
! RIJCOSX wB97M-V def2-TZVPD def2/J DEFGRID3
* xyz 0 1
Na 0.5202 0.3156 -0.3886
C 4.8332 -1.5194 1.9556
S 3.4127 -2.3727 2.6974
C 2.1693 -1.5464 1.6903
S 1.7468 0.0339 2.0725
N 1.6544 -2.3214 0.7937
N 0.8958 -1.8272 -0.1674
C 0.0113 -2.5816 -0.7133
C -0.8769 -2.0566 -1.7102
C -1.6703 -2.9252 -2.4715
C -2.6123 -2.3992 -3.3264
C -2.7526 -1.0200 -3.3916
C -1.8785 -0.2386 -2.6538
N -0.9570 -0.7256 -1.8454
H 5.7009 -1.7973 2.5424
H 4.6701 -0.4454 2.0014
H 4.9467 -1.8569 0.9275
H -0.1385 -3.6128 -0.3897
H -1.5203 -3.9899 -2.3936
H -3.2297 -3.0455 -3.9308
H -3.5139 -0.5651 -4.0028
H -1.9287 0.8405 -2.7084
N -1.4559 -0.7076 1.4171
C -2.3256 0.3095 1.7157
C -3.4713 0.1003 2.4599
C -4.3536 1.1380 2.7665
C -4.1141 2.4090 2.3208
C -2.9892 2.6613 1.5149
C -2.7236 3.9346 0.9742
C -1.6493 4.1096 0.1450
C -0.8272 3.0018 -0.1143
N -1.0179 1.8098 0.3901
C -2.0815 1.6132 1.1938
H -1.6215 -1.5677 1.9224
H -0.4785 -0.4308 1.4320
H -3.6813 -0.8956 2.8215
H -5.2290 0.9275 3.3639
H -4.7717 3.2299 2.5621
H -3.3881 4.7507 1.2186
H -1.4247 5.0664 -0.3058
H 0.0259 3.1030 -0.7764
*
```

As for the total energy: -1889.90357 Ha. As for the energy above the lowest of the compared OMol25 structures with the same formula, charge and spin: 9.9 kcal per mole. As for the HOMO energy: -0.2698 Eh.

natural (NBO) atomic charge list, values in e, 5 entries:
1 Na 0.870
2 C -0.731
3 S 0.205
4 C -0.064
5 S -0.380